[1]
Entry from the Open Molecules 2025 dataset: a single C4H13N3 molecule in a non-equilibrium geometry (wB97M-V/def2-TZVPD).

Values from the calculation:
HOMO-LUMO gap   9.9 eV
SMILES   NCC[C@@H](N)CN
Energy above the lowest of the compared OMol25 structures with the same formula, charge and spin   17.2 kcal/mol
DFT total energy   -324.447552 hartree

ORCA input file:
```
! RIJCOSX wB97M-V def2-TZVPD def2/J DEFGRID3
* xyz 0 1
N -2.776 0.082 0.681
N -0.467 -0.407 -1.444
N 2.049 1.454 -0.384
C 2.182 0.079 0.017
C -1.557 -0.733 0.740
C 0.925 -0.445 0.658
C -0.399 -0.066 -0.015
H 2.990 -0.030 0.744
H -0.646 0.999 0.082
H -1.782 -1.720 0.324
H 2.494 -0.575 -0.812
H -0.300 0.418 -2.004
H -1.254 -0.898 1.778
H -3.623 -0.440 0.531
H 1.130 1.824 -0.530
H 2.704 1.850 -1.032
H 0.851 -0.033 1.665
H 0.923 -1.530 0.720
H 0.330 -0.992 -1.693
H -2.701 0.766 -0.058
*
```

Atom charges from the Löwdin analysis, given in e for atoms 1 to 4: number 1, N, carries -0.006; number 2, N, carries 0.049; number 3, N, carries 0.005; number 4, C, carries -0.307

=====

[2]
Entry from the Open Molecules 2025 dataset: 2 unconnected molecules or ions with the total composition C4H13N3 in a non-equilibrium geometry (wB97M-V/def2-TZVPD).

Values from the calculation:
HOMO-LUMO gap (alpha / beta)   9.2 / 7.5 eV
Energy above the lowest of the compared OMol25 structures with the same formula, charge and spin   127.0 kcal/mol
DFT total energy   -324.272519 hartree

ORCA input file:
```
! RIJCOSX wB97M-V def2-TZVPD def2/J DEFGRID3
* xyz 0 1
N 0.982 0.546 -0.493
N -1.073 -0.778 -0.068
N 1.900 0.015 0.278
C 1.932 -1.376 0.264
C 0.546 1.932 -0.455
C -1.507 -0.349 1.231
C -1.795 -0.334 -1.223
H 2.938 -1.802 0.681
H -0.501 1.959 -0.690
H 0.857 2.385 0.485
H 1.140 -1.869 0.872
H -2.783 -0.964 -1.340
H -0.925 0.470 1.553
H 1.898 -1.688 -0.806
H -1.018 -0.577 -2.113
H -2.598 -0.109 1.318
H -2.083 0.720 -1.219
H -1.207 -1.122 1.895
H 1.128 2.383 -1.243
H 2.168 0.558 1.072
*
```

Atom charges from the Löwdin analysis, given in e for atoms 1 to 4: number 1, N, carries -0.099; number 2, N, carries -0.126; number 3, N, carries -0.154; number 4, C, carries -0.145

=====

[3]
Entry from the Open Molecules 2025 dataset: a single C4H13N3 molecule in a non-equilibrium geometry (wB97M-V/def2-TZVPD).

Values from the calculation:
HOMO-LUMO gap   8.9 eV
SMILES   NCCNCCN
Energy above the lowest of the compared OMol25 structures with the same formula, charge and spin   86.6 kcal/mol
DFT total energy   -324.336856 hartree

ORCA input file:
```
! RIJCOSX wB97M-V def2-TZVPD def2/J DEFGRID3
* xyz 0 1
N 1.623 -2.100 0.375
N -0.242 0.245 -1.030
N -1.435 1.242 1.676
C 0.104 1.339 -0.133
C -1.006 2.005 0.603
C 0.548 -2.089 -0.547
C 0.770 -0.740 -1.622
H 0.685 2.058 -0.778
H 0.780 0.805 0.539
H -1.991 0.341 1.268
H 1.815 -1.330 0.946
H -2.149 1.817 2.145
H -1.931 2.330 0.105
H -0.510 2.948 0.911
H -1.168 -0.130 -0.770
H -0.335 -1.864 0.073
H 1.669 -0.559 -1.055
H 1.351 -2.773 1.179
H 0.921 -0.608 -2.702
H 0.501 -2.938 -1.183
*
```

Atom charges from the Löwdin analysis, given in e for atoms 1 to 4: number 1, N, carries -0.055; number 2, N, carries -0.151; number 3, N, carries -0.047; number 4, C, carries -0.267

=====

[4]
Entry from the Open Molecules 2025 dataset: 2 unconnected molecules or ions with the total composition C4H13N3 in a non-equilibrium geometry (wB97M-V/def2-TZVPD).

Values from the calculation:
HOMO-LUMO gap   8.5 eV
SMILES   C=C(C)N(C)N.N
Energy above the lowest of the compared OMol25 structures with the same formula, charge and spin   80.9 kcal/mol
DFT total energy   -324.346058 hartree

ORCA input file:
```
! RIJCOSX wB97M-V def2-TZVPD def2/J DEFGRID3
* xyz 0 1
N 0.958 2.118 -0.253
N 0.210 -0.705 -0.704
N 1.453 -1.367 -0.776
C -0.849 -1.328 -1.487
C -0.072 0.136 0.574
C 0.605 -0.108 1.727
C -1.533 0.525 0.692
H -1.705 1.189 1.546
H 1.656 -0.368 1.743
H -1.467 -0.557 -1.955
H -0.445 -1.958 -2.287
H -1.863 1.037 -0.217
H 0.242 2.791 0.013
H -1.489 -1.954 -0.849
H 2.207 -0.682 -0.738
H 0.866 1.503 -1.073
H 0.138 0.023 2.696
H 1.688 2.008 0.447
H -2.171 -0.348 0.845
H 1.569 -1.956 0.056
*
```

Atom charges from the Löwdin analysis, given in e for atoms 1 to 4: number 1, N, carries 0.023; number 2, N, carries -0.267; number 3, N, carries 0.017; number 4, C, carries -0.093

=====

Copy entry 1 word for word.
Entry from the Open Molecules 2025 dataset: a single C4H13N3 molecule in a non-equilibrium geometry (wB97M-V/def2-TZVPD).

Values from the calculation:
HOMO-LUMO gap   9.9 eV
SMILES   NCC[C@@H](N)CN
Energy above the lowest of the compared OMol25 structures with the same formula, charge and spin   17.2 kcal/mol
DFT total energy   -324.447552 hartree

ORCA input file:
```
! RIJCOSX wB97M-V def2-TZVPD def2/J DEFGRID3
* xyz 0 1
N -2.776 0.082 0.681
N -0.467 -0.407 -1.444
N 2.049 1.454 -0.384
C 2.182 0.079 0.017
C -1.557 -0.733 0.740
C 0.925 -0.445 0.658
C -0.399 -0.066 -0.015
H 2.990 -0.030 0.744
H -0.646 0.999 0.082
H -1.782 -1.720 0.324
H 2.494 -0.575 -0.812
H -0.300 0.418 -2.004
H -1.254 -0.898 1.778
H -3.623 -0.440 0.531
H 1.130 1.824 -0.530
H 2.704 1.850 -1.032
H 0.851 -0.033 1.665
H 0.923 -1.530 0.720
H 0.330 -0.992 -1.693
H -2.701 0.766 -0.058
*
```

Atom charges from the Löwdin analysis, given in e for atoms 1 to 4: number 1, N, carries -0.006; number 2, N, carries 0.049; number 3, N, carries 0.005; number 4, C, carries -0.307

=====

Q: Which formula does entry 2 have?
A: C4H13N3